[1]
Below is a cluster of 7 separate species, C36H64IO17PS6 in total in a non-equilibrium geometry, with properties calculated with the ωB97M-V functional and the def2-TZVPD basis.

The geometry in ORCA input format:
```
! wB97M-V def2-TZVPD RIJCOSX def2/J DEFGRID3
* xyz 0 1
C 4.16 -5.03 2.32
C 3.27 -4.69 3.65
O 3.56 -3.38 4.21
P 2.77 -2.09 3.42
O 2.37 -1.08 4.55
C 1.16 -2.53 2.54
C -0.16 -2.22 3.44
C -1.53 -2.51 2.64
C -2.76 -2.37 3.38
C -4.18 -2.66 2.66
O -5.27 -2.14 3.02
C -4.10 -3.71 1.43
C -2.90 -3.87 0.68
I -2.67 -5.29 -0.96
C -1.64 -2.94 1.11
O -0.86 -2.61 0.18
O 3.80 -1.17 2.38
C 4.09 -1.89 1.14
C 4.26 -0.89 -0.14
H 5.18 -4.47 2.35
H 4.45 -6.16 2.38
H 3.59 -4.88 1.34
H 2.16 -4.92 3.50
H 3.64 -5.46 4.44
H 1.08 -1.81 1.63
H 1.14 -3.59 2.09
H -0.11 -2.87 4.40
H -0.14 -1.12 3.82
H -2.71 -2.03 4.49
H -5.04 -4.32 1.19
H 5.08 -2.47 1.32
H 3.30 -2.66 0.82
H 3.25 -0.35 -0.26
H 4.41 -1.58 -1.05
H 5.13 -0.17 0.04
C 1.28 -7.16 -4.63
C 1.81 -7.44 -3.23
C 0.61 -7.74 -2.33
S -0.65 -8.43 -3.40
O -1.77 -7.51 -3.44
O -0.82 -9.83 -3.11
C 0.27 -8.26 -4.92
H 2.08 -7.14 -5.38
H 0.78 -6.18 -4.65
H 2.48 -8.31 -3.26
H 2.39 -6.60 -2.84
H 0.86 -8.47 -1.56
H 0.21 -6.83 -1.88
H -0.41 -8.03 -5.74
H 0.77 -9.21 -5.11
C 7.25 4.80 0.23
C 6.28 5.23 -0.88
C 6.17 4.07 -1.87
S 6.49 2.57 -0.93
O 7.72 1.98 -1.42
O 5.26 1.81 -0.81
C 6.82 3.39 0.62
H 7.22 5.48 1.08
H 8.27 4.78 -0.17
H 5.30 5.44 -0.44
H 6.62 6.14 -1.37
H 5.17 4.01 -2.31
H 6.92 4.14 -2.66
H 7.59 2.84 1.16
H 5.90 3.40 1.20
C 0.53 7.58 -1.07
C 0.41 6.06 -1.21
C 1.82 5.50 -1.43
S 2.94 6.65 -0.63
O 3.76 7.27 -1.65
O 3.51 6.02 0.54
C 1.69 7.81 -0.11
H -0.39 8.03 -0.71
H 0.76 8.02 -2.05
H -0.01 5.64 -0.29
H -0.25 5.78 -2.03
H 1.93 4.52 -0.99
H 2.07 5.47 -2.49
H 2.09 8.83 -0.16
H 1.41 7.56 0.91
C 1.46 0.83 -4.73
C 0.96 2.00 -3.89
C 1.60 1.88 -2.50
S 3.14 1.01 -2.73
O 3.05 -0.27 -2.07
O 4.24 1.93 -2.51
C 2.96 0.75 -4.49
H 1.22 0.95 -5.78
H 0.98 -0.10 -4.38
H 1.28 2.94 -4.35
H -0.13 2.02 -3.82
H 1.79 2.86 -2.06
H 0.97 1.29 -1.83
H 3.39 -0.21 -4.77
H 3.48 1.56 -5.00
C -3.91 5.80 1.64
C -4.73 4.60 1.17
C -4.30 4.29 -0.27
S -2.61 4.85 -0.42
O -2.57 5.95 -1.36
O -1.73 3.71 -0.54
C -2.47 5.52 1.23
H -4.00 5.95 2.72
H -4.27 6.71 1.14
H -4.51 3.74 1.81
H -5.80 4.79 1.23
H -4.35 3.22 -0.49
H -4.91 4.84 -0.99
H -1.84 6.40 1.22
H -2.03 4.74 1.86
C -9.58 -2.54 4.50
C -8.43 -2.56 3.50
C -9.01 -2.91 2.13
S -10.71 -2.34 2.15
O -11.58 -3.48 2.07
O -10.84 -1.20 1.26
C -10.70 -1.75 3.84
H -9.28 -2.10 5.45
H -9.91 -3.57 4.70
H -7.97 -1.57 3.46
H -7.65 -3.27 3.79
H -8.47 -2.41 1.32
H -9.02 -3.99 1.96
H -11.67 -1.92 4.29
H -10.47 -0.68 3.82
*
```

Highest occupied orbital energy = -0.324 Eh
SMILES string = CCOP(=O)(CCC1=CC(=O)C=C(I)C1=O)OCC.O=S1(=O)CCCC1.O=S1(=O)CCCC1.O=S1(=O)CCCC1.O=S1(=O)CCCC1.O=S1(=O)CCCC1.O=S1(=O)CCCC1
Lowest unoccupied orbital energy = -1.8 eV
Orbital gap = 7.0 eV

Mulliken atomic charge list, values in e, 99 entries: number 1, C, carries -0.77; number 2, C, carries -0.20; number 3, O, carries -0.40; number 4, P, carries 0.85; number 5, O, carries -0.79; number 6, C, carries -0.67; number 7, C, carries -0.69; number 8, C, carries 0.57; number 9, C, carries -0.55; number 10, C, carries 0.13; number 11, O, carries -0.50; number 12, C, carries -0.27; number 13, C, carries -0.36; number 14, I, carries 0.17; number 15, C, carries 0.54; number 16, O, carries -0.47; number 17, O, carries -0.29; number 18, C, carries 0.08; number 19, C, carries -0.37; number 20, H, carries 0.18; number 21, H, carries 0.38; number 22, H, carries 0.18; number 23, H, carries 0.21; number 24, H, carries 0.35; number 25, H, carries 0.30; number 26, H, carries 0.44; number 27, H, carries 0.39; number 28, H, carries 0.40; number 29, H, carries 0.35; number 30, H, carries 0.35; number 31, H, carries 0.13; number 32, H, carries 0.19; number 33, H, carries 0.12; number 34, H, carries 0.22; number 35, H, carries -0.01; number 36, C, carries -0.58; number 37, C, carries -0.68; number 38, C, carries -0.39; number 39, S, carries 1.14; number 40, O, carries -0.61; number 41, O, carries -0.68; number 42, C, carries -0.70; number 43, H, carries 0.34; number 44, H, carries 0.31; number 45, H, carries 0.29; number 46, H, carries 0.34; number 47, H, carries 0.34; number 48, H, carries 0.14; number 49, H, carries 0.39; number 50, H, carries 0.35; number 51, C, carries -0.82; number 52, C, carries 0.13; number 53, C, carries -0.56; number 54, S, carries 1.16; number 55, O, carries -0.79; number 56, O, carries -0.47; number 57, C, carries -0.77; number 58, H, carries 0.38; number 59, H, carries 0.35; number 60, H, carries -0.34; number 61, H, carries 0.48; number 62, H, carries 0.16; number 63, H, carries 0.36; number 64, H, carries 0.45; number 65, H, carries 0.33; number 66, C, carries -0.79; number 67, C, carries -0.15; number 68, C, carries -0.75; number 69, S, carries 1.23; number 70, O, carries -0.68; number 71, O, carries -0.76; number 72, C, carries -0.81; number 73, H, carries 0.36; number 74, H, carries 0.32; number 75, H, carries -0.25; number 76, H, carries 0.58; number 77, H, carries 0.15; number 78, H, carries 0.58; number 79, H, carries 0.46; number 80, H, carries 0.34; number 81, C, carries -0.60; number 82, C, carries -0.65; number 83, C, carries 0.91; number 84, S, carries 1.08; number 85, O, carries -0.78; number 86, O, carries -0.51; number 87, C, carries -0.89; number 88, H, carries 0.40; number 89, H, carries 0.28; number 90, H, carries 0.27; number 91, H, carries 0.36; number 92, H, carries -1.16; number 93, H, carries 0.47; number 94, H, carries 0.43; number 95, H, carries 0.33; number 96, C, carries -0.67; number 97, C, carries -0.62; number 98, C, carries -0.74; number 99, S, carries 1.25

[2]
Below is a structure of composition C29H29ClFN4O8SScSi in a non-equilibrium geometry, with properties calculated with the ωB97M-V functional and the def2-TZVPD basis.

The geometry in ORCA input format:
```
! wB97M-V def2-TZVPD RIJCOSX def2/J DEFGRID3
* xyz -2 1
Sc 0.70 -18.68 6.90
C 3.58 -21.66 4.48
O 2.58 -21.24 3.55
C 1.34 -21.75 3.86
C 0.86 -22.86 3.12
C -0.41 -23.41 3.42
C -1.25 -22.86 4.33
C -0.87 -21.61 4.95
C -1.77 -20.92 5.77
N -1.41 -19.91 6.57
N -2.35 -19.56 7.46
C -1.90 -18.95 8.55
O -0.62 -18.66 8.67
C -2.85 -18.62 9.69
C -2.57 -17.54 10.52
C -3.44 -17.16 11.53
C -4.65 -17.84 11.69
C -4.99 -18.84 10.75
C -4.10 -19.21 9.72
C 0.45 -21.07 4.80
O 0.92 -19.98 5.37
H 3.40 -21.55 5.56
H 4.43 -21.07 4.28
H 3.90 -22.69 4.37
H 1.50 -23.29 2.34
H -0.73 -24.30 2.85
H -2.26 -23.20 4.63
H -2.69 -21.44 5.97
H -1.54 -17.11 10.43
H -3.25 -16.29 12.22
H -5.36 -17.52 12.41
H -6.00 -19.26 10.81
H -4.47 -19.92 8.98
C -0.99 -17.57 3.87
Si -1.18 -16.21 5.15
C -3.04 -15.98 5.43
C -0.55 -14.68 4.29
N -0.37 -16.68 6.67
C -0.08 -15.72 7.57
C -0.81 -14.43 7.52
C -0.46 -13.37 8.37
C 0.72 -13.47 9.08
C 1.42 -14.72 9.23
C 1.04 -15.82 8.50
F 1.67 -17.05 8.68
H -1.41 -17.08 2.99
H -1.52 -18.53 4.04
H 0.08 -17.88 3.64
H -3.50 -15.69 4.49
H -3.40 -15.29 6.20
H -3.43 -16.96 5.76
H -0.66 -14.82 3.19
H 0.52 -14.68 4.44
H -0.89 -13.72 4.68
H -1.78 -14.35 7.04
H -0.99 -12.41 8.37
H 1.15 -12.60 9.55
H 2.30 -14.80 9.86
O 2.18 -17.60 5.99
N 3.43 -17.98 5.67
C 4.26 -18.29 6.73
C 5.65 -18.43 6.53
C 6.17 -18.31 5.24
C 5.30 -17.92 4.22
C 3.87 -17.69 4.42
S 2.88 -17.01 3.27
H 3.72 -18.35 7.66
H 6.31 -18.65 7.37
H 7.24 -18.59 5.08
H 5.72 -17.73 3.20
O 2.50 -22.20 7.92
Cl 1.63 -21.21 8.51
O 1.81 -21.12 10.00
O 2.12 -19.85 8.06
O 0.22 -21.41 8.12
*
```

Relative energy (zero: lowest compared OMol25 entry of this formula, charge and spin) = 1.90 kcal per mole
Highest occupied orbital energy = -0.070 Eh
Lowest unoccupied orbital energy = 4.5 eV
Orbital gap = 6.4 eV

Atom-resolved charges from Mulliken, all expressed in e: number 1, Sc, carries -0.37; number 2, C, carries -0.61; number 3, O, carries -0.45; number 4, C, carries 0.12; number 5, C, carries -0.57; number 6, C, carries -0.43; number 7, C, carries -1.20; number 8, C, carries 0.92; number 9, C, carries -1.30; number 10, N, carries 1.94; number 11, N, carries -1.30; number 12, C, carries 0.42; number 13, O, carries -0.63; number 14, C, carries 0.06; number 15, C, carries -0.34; number 16, C, carries -0.55; number 17, C, carries -0.41; number 18, C, carries -0.57; number 19, C, carries -0.20; number 20, C, carries 0.31; number 21, O, carries 0.94; number 22, H, carries 0.07; number 23, H, carries 0.29; number 24, H, carries 0.34; number 25, H, carries 0.42; number 26, H, carries 0.29; number 27, H, carries 0.32; number 28, H, carries 0.22; number 29, H, carries 0.28; number 30, H, carries 0.30; number 31, H, carries 0.37; number 32, H, carries 0.35; number 33, H, carries 0.41; number 34, C, carries -0.75; number 35, Si, carries 0.39; number 36, C, carries -1.22; number 37, C, carries -1.20; number 38, N, carries 0.90; number 39, C, carries 0.90; number 40, C, carries -0.61; number 41, C, carries -0.80; number 42, C, carries -0.59; number 43, C, carries -0.72; number 44, C, carries 0.25; number 45, F, carries -0.06; number 46, H, carries 0.52; number 47, H, carries 0.15; number 48, H, carries -0.09; number 49, H, carries 0.34; number 50, H, carries 0.38; number 51, H, carries 0.24; number 52, H, carries 0.36; number 53, H, carries 0.31; number 54, H, carries 0.33; number 55, H, carries 0.08; number 56, H, carries 0.36; number 57, H, carries 0.34; number 58, H, carries 0.40; number 59, O, carries -0.01; number 60, N, carries 0.19; number 61, C, carries -0.37; number 62, C, carries -1.01; number 63, C, carries -0.05; number 64, C, carries -0.64; number 65, C, carries 0.19; number 66, S, carries -0.45; number 67, H, carries 0.60; number 68, H, carries 0.35; number 69, H, carries 0.26; number 70, H, carries 0.27; number 71, O, carries -0.67; number 72, Cl, carries 1.76; number 73, O, carries -0.72; number 74, O, carries -0.71; number 75, O, carries -0.59

[3]
Below is a structure of composition C32H25AsCl2F5MnNP2S5, with properties calculated with the ωB97M-V functional and the def2-TZVPD basis.

The geometry in ORCA input format:
```
! wB97M-V def2-TZVPD RIJCOSX def2/J DEFGRID3
* xyz 3 1
Mn -0.12 -0.11 -1.85
F -4.28 4.67 0.42
C -3.80 3.71 -0.33
C -2.46 3.34 -0.19
F -1.70 3.95 0.70
C -1.98 2.32 -0.97
F -0.67 1.95 -0.84
C -2.78 1.65 -1.89
S -2.15 0.32 -2.86
C -4.10 2.05 -2.04
F -4.88 1.44 -2.92
C -4.63 3.07 -1.25
F -5.88 3.43 -1.38
C 1.55 -2.30 -0.19
N 0.92 -0.93 -0.13
P 2.18 0.31 -0.35
C 3.69 -0.29 0.36
C 3.94 -0.08 1.72
C 5.12 -0.53 2.27
C 6.06 -1.17 1.47
C 5.83 -1.37 0.12
C 4.64 -0.94 -0.44
C 1.80 1.90 0.34
C 2.19 2.99 -0.45
C 2.12 4.27 0.07
C 1.66 4.48 1.37
C 1.27 3.40 2.15
C 1.35 2.11 1.64
P -0.79 -0.87 0.15
C -1.16 -0.08 1.70
C -0.36 -0.30 2.82
C -0.77 0.17 4.05
C -1.97 0.85 4.18
C -2.78 1.06 3.07
C -2.39 0.58 1.83
C -1.53 -2.49 0.25
C -2.47 -2.84 -0.72
C -3.18 -4.03 -0.59
C -2.93 -4.87 0.48
C -1.99 -4.52 1.45
C -1.31 -3.33 1.35
H 2.01 -2.51 0.78
H 2.31 -2.32 -0.97
H 0.79 -3.04 -0.41
H 3.23 0.45 2.34
H 5.32 -0.37 3.32
H 6.99 -1.51 1.91
H 6.57 -1.85 -0.50
H 4.46 -1.09 -1.50
H 2.55 2.85 -1.46
H 2.43 5.11 -0.53
H 1.61 5.48 1.77
H 0.92 3.55 3.16
H 1.06 1.28 2.27
H 0.58 -0.84 2.73
H -0.15 0.00 4.93
H -2.29 1.21 5.15
H -3.73 1.57 3.17
H -3.04 0.71 0.97
H -2.69 -2.17 -1.53
H -3.94 -4.29 -1.32
H -3.47 -5.80 0.57
H -1.82 -5.18 2.29
H -0.62 -3.04 2.14
S 1.12 2.72 -6.23
As 0.78 0.82 -5.91
S 2.16 0.30 -2.36
S -0.51 1.23 -3.69
S 1.17 -1.06 -6.34
Cl -2.05 -2.20 -4.90
C -1.06 -3.18 -3.86
Cl 0.23 -2.22 -2.97
H -0.47 -3.88 -4.44
H -1.65 -3.67 -3.11
*
```

Highest occupied orbital energy (alpha / beta) = -0.620 / -0.620 Eh
Lowest unoccupied orbital energy (alpha / beta) = -10.1 / -10.1 eV
Orbital gap (alpha / beta) = 6.7 / 6.8 eV

Atom-resolved charges from Mulliken, all expressed in e: number 1, Mn, carries 0.30; number 2, F, carries -0.25; number 3, C, carries 0.54; number 4, C, carries -0.19; number 5, F, carries -0.20; number 6, C, carries -0.40; number 7, F, carries 0.47; number 8, C, carries 0.48; number 9, S, carries -0.29; number 10, C, carries 0.37; number 11, F, carries -0.30; number 12, C, carries 0.22; number 13, F, carries -0.24; number 14, C, carries -1.65; number 15, N, carries 0.74; number 16, P, carries 0.89; number 17, C, carries 0.95; number 18, C, carries -0.47; number 19, C, carries -0.85; number 20, C, carries -0.52; number 21, C, carries -0.90; number 22, C, carries -0.33; number 23, C, carries 1.14; number 24, C, carries -0.98; number 25, C, carries -0.89; number 26, C, carries -0.73; number 27, C, carries -1.24; number 28, C, carries 0.16; number 29, P, carries 0.70; number 30, C, carries 1.84; number 31, C, carries -0.98; number 32, C, carries -0.29; number 33, C, carries -0.81; number 34, C, carries -0.71; number 35, C, carries -1.07; number 36, C, carries 0.33; number 37, C, carries -0.79; number 38, C, carries -0.79; number 39, C, carries -0.60; number 40, C, carries -0.84; number 41, C, carries -0.21; number 42, H, carries 0.24; number 43, H, carries 0.56; number 44, H, carries 0.71; number 45, H, carries 0.34; number 46, H, carries 0.47; number 47, H, carries 0.44; number 48, H, carries 0.45; number 49, H, carries 0.43; number 50, H, carries 0.50; number 51, H, carries 0.48; number 52, H, carries 0.49; number 53, H, carries 0.50; number 54, H, carries 0.28; number 55, H, carries 0.22; number 56, H, carries 0.49; number 57, H, carries 0.48; number 58, H, carries 0.53; number 59, H, carries 0.70; number 60, H, carries 0.68; number 61, H, carries 0.52; number 62, H, carries 0.46; number 63, H, carries 0.47; number 64, H, carries 0.45; number 65, S, carries -0.03; number 66, As, carries 0.61; number 67, S, carries -0.34; number 68, S, carries -0.01; number 69, S, carries -0.05; number 70, Cl, carries -0.03; number 71, C, carries -0.38; number 72, Cl, carries 0.11; number 73, H, carries 0.44; number 74, H, carries 0.23

no.,DFT total energy (hartree)
1,-5717.1065
2,-3951.8378
3,-8768.2914